{"formula": "C23H42BGaNO9", "method": "the ωB97M-V functional and the def2-TZVPD basis", "symbols": ["C", "C", "O", "B", "O", "Ga", "C", "C", "C", "O", "N", "C", "C", "C", "C", "C", "C", "H", "H", "H", "H", "H", "H", "H", "H", "H", "H", "H", "H", "H", "H", "H", "H", "H", "H", "O", "C", "O", "C", "C", "C", "H", "H", "H", "H", "H", "H", "H", "H", "O", "C", "O", "C", "C", "C", "H", "H", "H", "H", "H", "H", "H", "H", "O", "C", "O", "C", "C", "C", "H", "H", "H", "H", "H", "H", "H", "H"], "coordinates": [[7.54813, -0.59138, -1.35910], [6.50605, 0.51375, -1.80941], [5.18062, 0.14440, -1.37898], [4.22018, 0.77240, -2.24844], [4.02018, 0.12878, -3.51518], [3.15720, 2.52871, -1.70756], [1.16582, 2.18656, -2.20483], [0.39006, 1.94281, -0.85225], [-1.17314, 2.03873, -0.94945], [-1.80176, 2.29526, 0.06718], [-1.91416, 1.78703, -2.20584], [-2.31953, 0.37827, -2.09542], [-3.63618, 0.02072, -1.57487], [-3.95508, -1.40532, -1.45421], [-2.93608, -2.38995, -1.85354], [-1.62036, -2.02504, -2.37560], [-1.30590, -0.60172, -2.49970], [7.06914, -1.27830, -0.60917], [8.42674, -0.03610, -0.92196], [7.87192, -1.24692, -2.22087], [6.50773, 0.71690, -2.91496], [6.78154, 1.47256, -1.29395], [3.83069, 0.78745, -4.20230], [3.66969, 3.81426, -2.54828], [3.37965, 2.70092, -0.12151], [1.11744, 1.33400, -2.92978], [0.71821, 3.08272, -2.71103], [0.70192, 2.64072, -0.02893], [0.61274, 0.87722, -0.53943], [-2.73374, 2.39334, -2.26270], [-4.32418, 0.84670, -1.26945], [-4.96529, -1.70056, -1.04932], [-3.14262, -3.48512, -1.73928], [-0.82575, -2.75010, -2.66127], [-0.31285, -0.26672, -2.87120], [-5.71856, -1.66990, 0.88453], [-5.46135, -0.92675, 1.79977], [-4.76439, -1.37750, 2.85414], [-4.24507, -0.53522, 3.89252], [-5.28627, -0.28472, 4.96412], [-5.99303, 0.48099, 1.82287], [-3.83568, 0.38843, 3.47949], [-3.40390, -1.07675, 4.32700], [-6.15269, 0.24703, 4.56695], [-4.86333, 0.30493, 5.77929], [-5.65303, -1.23098, 5.36782], [-7.00439, 0.47579, 2.23194], [-6.02218, 0.85340, 0.79890], [-5.37231, 1.17662, 2.38283], [8.88902, 2.87407, -0.59030], [9.69615, 2.89066, -1.48167], [10.31878, 1.75193, -1.84648], [11.14698, 1.61726, -3.00415], [12.57230, 2.03727, -2.70911], [10.09521, 4.18550, -2.13959], [10.72006, 2.15064, -3.85613], [11.13099, 0.55772, -3.26450], [12.63164, 3.09136, -2.43264], [13.20961, 1.87226, -3.58018], [12.97049, 1.46567, -1.86833], [10.87660, 4.66239, -1.54710], [9.22198, 4.83695, -2.17134], [10.43078, 4.07214, -3.16872], [-9.56168, -3.37358, 6.37516], [-9.24403, -3.67859, 5.25384], [-8.61790, -2.78437, 4.46950], [-8.02937, -3.10250, 3.19874], [-9.05740, -3.02931, 2.08992], [-9.62029, -5.01928, 4.67934], [-7.51562, -4.06504, 3.23325], [-7.26058, -2.34992, 3.02390], [-9.85481, -3.76144, 2.23149], [-8.58913, -3.21085, 1.12120], [-9.52991, -2.04489, 2.07386], [-10.63277, -4.96566, 4.27870], [-9.59141, -5.75676, 5.48149], [-8.93854, -5.37598, 3.91024]], "atomic_forces_ev_per_a": [[-0.24, 0.33, -0.48], [0.32, -0.19, 0.61], [-0.17, 0.35, -1.46], [0.13, -0.47, -0.25], [0.98, 0.41, 0.56], [-0.03, -0.15, -0.23], [-0.35, 0.69, 0.60], [-0.47, -0.86, -1.60], [0.21, 0.39, 1.52], [0.18, 0.14, -1.10], [0.37, -1.16, 0.71], [0.14, -0.97, -0.47], [1.77, -1.87, -0.70], [1.74, 0.79, -0.94], [0.27, 0.93, -0.06], [-1.43, 2.48, 0.75], [-2.18, -1.07, 0.90], [0.48, 0.89, -0.55], [-0.73, -0.93, -0.40], [-0.23, 0.76, 0.84], [0.26, -0.40, 0.85], [-0.24, -0.73, -0.46], [-0.38, -0.27, 0.60], [0.03, 0.04, 0.01], [-0.23, 0.21, 0.02], [-0.21, 0.58, 0.75], [0.38, -0.72, 0.32], [-0.36, -0.75, -0.80], [-0.27, 1.11, 0.03], [0.21, -0.26, 0.49], [0.61, -0.97, -0.29], [1.58, 0.19, -0.66], [0.00, 1.21, -0.09], [-1.00, 0.42, 0.33], [-1.01, -0.15, 0.34], [-0.09, -0.13, 0.73], [-0.25, 0.24, -0.19], [0.24, -0.43, -0.18], [-0.06, 0.23, 0.26], [-0.20, -0.03, -0.05], [0.39, 0.45, -0.22], [-0.09, -0.04, -0.07], [-0.07, -0.13, -0.23], [0.07, 0.07, 0.03], [0.00, -0.03, -0.04], [0.09, 0.03, 0.01], [0.04, -0.01, 0.02], [-0.16, -0.18, 0.04], [-0.11, -0.05, 0.15], [0.44, -0.30, -0.31], [-0.22, 0.45, 0.39], [-0.17, -0.50, 0.03], [0.14, 0.11, 0.00], [0.09, 0.15, 0.10], [-0.27, 0.16, -0.56], [0.02, 0.07, 0.08], [-0.17, 0.03, 0.17], [-0.02, 0.00, -0.10], [-0.02, -0.01, 0.03], [-0.05, -0.06, -0.09], [-0.01, -0.03, -0.03], [0.07, -0.05, 0.24], [0.21, -0.02, 0.07], [0.20, 0.13, -0.30], [-0.34, -0.06, 0.13], [0.28, 0.26, 0.31], [-0.12, 0.00, -0.31], [-0.19, -0.09, -0.03], [0.44, -0.47, 0.03], [-0.08, 0.01, 0.04], [-0.08, -0.06, 0.25], [0.07, -0.05, -0.03], [0.03, 0.05, 0.06], [0.12, 0.00, -0.01], [0.05, 0.01, -0.01], [-0.20, 0.17, 0.04], [-0.14, 0.11, -0.15]], "mulliken_charge": [-0.857, -0.089, -0.556, 0.332, -0.637, 0.509, -0.350, -0.616, 0.298, -0.628, -0.278, 0.354, -0.426, -0.244, -0.484, -0.522, -0.198, 0.335, 0.146, 0.215, 0.207, 0.224, 0.281, -0.400, -0.335, 0.056, 0.328, 0.349, 0.163, 0.387, 0.171, 0.355, 0.303, 0.364, 0.265, -0.605, 0.948, -0.405, -0.414, -0.898, -1.139, 0.335, 0.339, 0.235, 0.402, 0.247, 0.259, 0.267, 0.419, -0.531, 0.853, -0.344, -0.423, -0.996, -1.128, 0.347, 0.357, 0.267, 0.360, 0.305, 0.270, 0.308, 0.349, -0.586, 0.701, -0.341, 0.470, -1.050, -0.893, 0.330, -0.514, 0.355, 0.345, 0.302, 0.241, 0.302, 0.329], "molar_mass_g_mol": 557.12, "charge": -1, "e_lumo_ha": 0.0730, "homo_ev": -3.908}